ORCA calculation (ωB97M-V/def2-TZVPD) on the molecule Cl3OPS at a distorted geometry.

```
6
Properties=species:S:1:pos:R:3:forces:R:3
O 2.466 0.641 -0.094 0.92 0.67 -0.01
P -0.396 -0.124 -0.064 0.71 1.40 1.50
S 1.718 -0.616 0.054 -1.76 0.01 -0.25
Cl -1.299 -1.828 0.064 -0.73 -1.26 -0.03
Cl -1.258 0.944 -1.526 0.20 -0.12 -0.25
Cl -1.232 0.983 1.564 0.67 -0.70 -0.95
```
Positions in Å, forces in eV/Å.

Output
Calculated total energy = -59738.790 eV
HOMO-LUMO gap = 7.1 eV
LUMO = -0.043 hartree
Relative energy (zero: lowest compared OMol25 entry of this formula, charge and spin) = 46.0 kcal per mole